No. 1
{"formula": "CH4BrP", "method": "the ωB97M-V functional and the def2-TZVPD basis", "elements": ["C", "P", "Br", "H", "H", "H", "H"], "coordinates": [[-0.13641, -0.49626, 0.82257], [-0.63958, 0.49458, -1.28727], [0.55067, 2.22603, -0.74810], [-0.72367, 0.11779, 1.44341], [0.85514, -0.38456, 0.86263], [-0.16116, -1.66632, 0.83376], [0.25501, -0.29127, -1.92700]], "forces_ev_per_a": [[-2.690, -2.594, -3.837], [-1.279, -1.377, 3.551], [0.674, 0.747, -0.090], [-0.684, 0.178, 0.869], [3.792, 1.471, 0.174], [-1.200, 2.205, 0.022], [1.387, -0.630, -0.689]], "nbo_charge": [-0.700, 0.374, -0.215, 0.206, 0.181, 0.214, -0.058], "charge": 0, "orbital_gap_ev": 9.5, "lumo_energy_ev": 0.371}

No. 2
{"formula": "C32H34CoN5O4P2SSe3", "method": "the ωB97M-V functional and the def2-TZVPD basis", "elements": ["Co", "C", "C", "N", "C", "C", "S", "C", "C", "N", "H", "H", "H", "H", "H", "H", "H", "H", "H", "H", "H", "H", "H", "H", "Se", "P", "C", "C", "C", "C", "C", "C", "C", "C", "C", "C", "C", "C", "C", "C", "N", "N", "N", "P", "Se", "C", "C", "C", "C", "C", "C", "C", "C", "C", "C", "C", "C", "H", "H", "H", "H", "H", "H", "H", "H", "H", "H", "H", "H", "H", "H", "H", "H", "H", "H", "H", "H", "O", "Se", "O", "O", "O"], "coordinates": [[-2.26684, -0.53716, -0.94734], [-5.03291, -1.01219, -1.61748], [-4.32963, -2.11828, -0.85796], [-3.63246, -1.59271, 0.33053], [-4.31565, -1.00067, 1.46418], [-4.60764, 0.51022, 1.33025], [-3.43972, 1.47737, 0.30540], [-4.51723, 2.02105, -1.06609], [-4.33646, 1.23222, -2.37526], [-3.97623, -0.14817, -2.15173], [-5.62169, -1.45835, -2.44579], [-5.70445, -0.47111, -0.93920], [-5.03490, -2.91495, -0.61872], [-3.36265, -2.61353, -2.56444], [-3.01926, -2.33625, 0.65597], [-5.25668, -1.50896, 1.68861], [-3.64633, -1.13081, 2.30901], [-5.59779, 0.69889, 0.92101], [-4.56371, 0.95473, 2.32370], [-5.53759, 1.95831, -0.69138], [-4.28304, 3.07356, -1.22266], [-5.26041, 1.32427, -2.95226], [-3.53570, 1.68371, -2.95958], [-3.70514, -0.62019, -3.09671], [4.19200, -1.22719, 2.09297], [2.62436, 0.18239, 2.31434], [2.24448, 0.39517, 4.08006], [1.92323, -0.73716, 4.83368], [1.71891, -0.62253, 6.19765], [1.84900, 0.61494, 6.82245], [2.17939, 1.73558, 6.07917], [2.37544, 1.62881, 4.70552], [3.06096, 1.84704, 1.74328], [2.12114, 2.68762, 1.15488], [2.50247, 3.95128, 0.72087], [3.81189, 4.38066, 0.88753], [4.74737, 3.54582, 1.48828], [4.37560, 2.27761, 1.90957], [1.05762, -0.25410, 1.53941], [0.51974, -0.33108, 0.25257], [-0.74417, -0.79426, 0.42114], [-0.97832, -0.99736, 1.71163], [0.08431, -0.67556, 2.39785], [0.92540, -0.19677, -1.51030], [-0.71510, 0.61735, -2.59775], [2.44292, 0.75209, -1.79997], [2.39514, 1.84947, -2.65948], [3.54660, 2.57819, -2.92254], [4.74896, 2.21561, -2.33147], [4.80070, 1.11754, -1.48420], [3.65388, 0.38502, -1.21952], [1.22036, -1.92526, -1.95773], [0.44773, -2.50545, -2.96245], [0.61239, -3.85153, -3.26603], [1.54111, -4.60995, -2.56928], [2.30128, -4.03200, -1.55556], [2.13712, -2.69391, -1.23810], [1.84065, -1.69613, 4.34302], [1.46565, -1.50027, 6.78023], [1.69468, 0.70159, 7.89149], [2.29092, 2.69723, 6.56655], [2.63106, 2.50732, 4.12618], [1.09614, 2.35681, 1.02922], [1.77262, 4.60085, 0.24940], [4.10435, 5.36614, 0.54582], [5.77129, 3.87970, 1.61688], [5.09851, 1.60706, 2.35750], [1.45786, 2.12725, -3.11828], [3.50236, 3.42565, -3.59716], [5.64829, 2.78664, -2.53444], [5.73615, 0.82123, -1.02193], [3.71995, -0.46656, -0.55213], [-0.30412, -1.92455, -3.48686], [0.00069, -4.30133, -4.03844], [1.66016, -5.66172, -2.79977], [3.01609, -4.62707, -0.99935], [2.70160, -2.27328, -0.41011], [-3.04989, -1.69171, -4.09909], [-4.18031, -2.70863, -4.92643], [-3.96575, -4.12803, -4.08199], [-3.20682, -2.58872, -1.56806], [-5.64195, -2.08858, -4.37282]], "forces_ev_per_a": [[-0.653, -0.222, -0.332], [-0.337, -0.052, -0.035], [0.037, -0.035, 0.004], [0.243, -0.274, 0.189], [0.023, 0.330, -0.191], [0.147, -0.008, -0.048], [-0.048, -0.062, 0.034], [0.146, -0.068, 0.043], [-0.014, -0.005, 0.266], [0.205, -0.122, -0.597], [0.223, 0.125, 0.086], [0.041, 0.003, -0.051], [-0.023, -0.241, 0.087], [0.306, -0.111, -0.086], [-0.101, 0.054, 0.055], [-0.109, -0.060, 0.032], [0.032, -0.056, 0.082], [-0.007, -0.017, 0.028], [-0.113, -0.015, 0.016], [-0.020, 0.047, -0.029], [-0.095, 0.012, -0.035], [-0.057, -0.001, -0.116], [0.035, 0.049, -0.059], [0.197, -0.006, 0.228], [-0.058, -0.018, -0.082], [0.047, -0.057, 0.072], [-0.008, -0.107, 0.029], [0.035, 0.164, 0.047], [0.022, 0.017, -0.039], [-0.004, -0.010, -0.032], [0.001, 0.013, 0.000], [-0.079, -0.029, -0.011], [0.031, -0.045, -0.156], [0.015, 0.030, 0.003], [-0.034, 0.049, -0.007], [-0.025, -0.061, 0.020], [-0.005, -0.019, 0.028], [-0.037, 0.119, -0.048], [-0.286, -0.075, 0.152], [-0.215, -0.079, 0.183], [0.221, 0.171, -0.091], [0.379, 0.229, -0.195], [0.099, 0.015, -0.034], [0.294, -0.156, 0.152], [-0.053, 0.151, 0.018], [-0.040, 0.123, 0.000], [0.115, -0.016, 0.105], [-0.017, -0.030, -0.008], [0.002, -0.002, -0.005], [0.051, -0.018, 0.049], [-0.001, -0.094, -0.030], [-0.145, -0.062, -0.123], [0.032, 0.055, 0.005], [0.059, -0.055, -0.008], [-0.005, 0.088, 0.024], [0.012, 0.009, -0.019], [0.033, -0.036, 0.057], [-0.010, -0.032, 0.008], [-0.001, 0.030, -0.034], [0.008, -0.011, -0.026], [-0.015, -0.030, -0.039], [-0.011, -0.010, 0.056], [0.044, 0.012, -0.023], [0.052, -0.065, 0.028], [0.000, -0.021, -0.001], [-0.066, -0.027, -0.003], [0.021, -0.017, -0.031], [-0.053, 0.024, -0.020], [-0.004, -0.036, 0.050], [-0.044, -0.030, 0.007], [-0.072, 0.034, -0.002], [0.023, 0.100, -0.037], [-0.048, -0.072, -0.025], [-0.048, 0.047, 0.072], [0.006, 0.021, 0.001], [-0.045, 0.013, -0.005], [-0.057, -0.049, -0.051], [0.015, 0.247, 0.255], [-0.413, -0.075, 0.290], [0.071, 0.103, -0.055], [-0.011, 0.228, 0.115], [0.166, 0.088, -0.154]], "lowdin_spin": [2.701, 0.003, 0.003, 0.043, 0.006, 0.003, 0.039, 0.002, 0.005, 0.041, 0.001, 0.000, 0.000, 0.000, 0.000, 0.002, 0.000, 0.000, 0.000, 0.000, 0.000, 0.001, 0.000, 0.000, 0.000, 0.000, 0.000, 0.000, 0.000, 0.000, 0.000, 0.000, 0.000, 0.000, 0.000, 0.000, 0.000, 0.000, 0.001, 0.007, 0.030, 0.001, 0.005, 0.009, 0.042, 0.002, 0.003, 0.000, 0.000, 0.000, 0.000, 0.001, 0.001, 0.000, 0.000, 0.000, 0.000, 0.000, 0.000, 0.000, 0.000, 0.000, 0.000, 0.000, 0.000, 0.000, 0.000, 0.002, 0.000, 0.000, 0.000, 0.000, 0.000, 0.000, 0.000, 0.000, 0.000, 0.000, 0.000, 0.001, 0.039, 0.000], "spin_multiplicity": 4, "charge": -1, "orbital_gap_ev": [5.5, 5.5], "lumo_energy_ev": [1.912, 1.907]}

No. 3
{"formula": "C3H6O2", "method": "the ωB97M-V functional and the def2-TZVPD basis", "elements": ["O", "C", "C", "C", "O", "H", "H", "H", "H", "H", "H"], "coordinates": [[2.06022, -0.62282, -1.26407], [0.98039, -0.42738, -0.55452], [-0.78765, 1.11957, 0.71744], [-1.20736, -0.19753, 0.76585], [-0.47501, -1.18204, 1.10074], [1.84545, -0.91555, -2.16316], [1.14376, -0.15018, 0.46744], [0.02144, -0.55172, -1.02458], [-1.45865, 1.89171, 0.34984], [0.07578, 1.45155, 1.28776], [-2.19838, -0.41561, 0.31727]], "forces_ev_per_a": [[-0.174, -0.003, -0.055], [0.111, -0.031, -0.084], [-0.038, 0.032, 0.176], [0.022, 0.008, -0.178], [-0.200, 0.150, 0.060], [0.050, 0.044, 0.105], [-0.031, 0.018, -0.107], [0.085, -0.013, 0.079], [0.093, -0.163, 0.048], [-0.079, -0.059, -0.109], [0.162, 0.017, 0.066]], "nbo_charge": [-0.606, 0.223, -0.593, 0.195, -0.669, 0.498, 0.235, 0.199, 0.203, 0.193, 0.122], "charge": 0, "orbital_gap_ev": [7.7, 7.7], "lumo_energy_ev": [-0.319, -0.316]}

In the order shown, the computed electronic energy values come out to -80431.5188; -312457.2381; -7299.2450 eV.
In the order shown, the computed energy relative to the best compared isomer or geometry (same formula, charge and spin) values come out to 170.57; 49.79; 427.74 kJ/mol.